# 1
DFT (ωB97M-V/def2-TZVPD) results for a 13-piece molecular cluster, C46H87BCl24N5O4 overall.

Geometry as XYZ:
```
167
Properties=species:S:1:pos:R:3:mulliken_charge:R:1
C -0.02 -0.44 -5.64 -0.279
C 0.00 -0.49 -4.44 -2.332
C 0.11 -0.59 -3.00 2.764
C 0.19 0.92 -2.54 -0.374
C -1.00 1.84 -2.85 -2.175
C -0.56 3.12 -3.58 0.785
C -1.83 3.98 -3.80 -1.613
C 0.53 3.86 -2.77 -0.429
N 1.36 -1.12 -2.38 0.631
C 2.63 -1.33 -3.08 -1.160
C 3.71 -0.29 -2.69 -1.267
C 4.93 -0.84 -1.93 1.167
C 4.81 -0.77 -0.38 -1.263
C 5.35 -2.25 -2.34 -1.255
C 1.09 -1.59 -1.18 -0.993
N 1.97 -2.20 -0.41 0.478
N -0.27 -1.43 -0.90 0.673
C -0.83 -0.57 0.14 1.479
C 0.02 -0.40 1.41 -2.361
N -0.29 0.86 2.11 0.530
C 0.10 2.07 1.37 0.145
C 1.58 2.13 1.00 0.107
C -1.65 0.91 2.50 1.198
C -2.15 -0.13 3.49 -1.279
O -2.41 1.75 2.06 -0.855
C -0.90 -1.48 -2.24 0.634
N -0.77 -2.95 -2.56 -0.732
C -0.36 -3.31 -3.66 0.694
O 0.01 -3.65 -4.70 -0.469
B -2.52 -1.21 -2.37 1.052
O -3.31 -2.15 -2.98 -0.497
O -3.18 -0.13 -1.90 -0.842
H -0.08 -0.18 -6.67 0.596
H 1.04 1.30 -3.11 0.701
H 0.51 0.97 -1.50 -0.475
H -1.79 1.37 -3.43 0.687
H -1.41 2.18 -1.89 0.326
H -0.20 2.79 -4.56 0.484
H -2.60 3.64 -3.10 0.395
H -2.24 3.87 -4.80 0.320
H -1.65 5.03 -3.60 0.437
H 0.38 4.93 -2.89 0.392
H 0.46 3.59 -1.72 -0.709
H 1.52 3.64 -3.17 0.335
H 2.95 -2.35 -2.87 0.799
H 2.50 -1.30 -4.16 0.599
H 3.24 0.46 -2.04 0.295
H 4.06 0.28 -3.55 0.432
H 5.77 -0.17 -2.14 -0.024
H 3.92 -0.21 -0.06 0.137
H 4.83 -1.77 0.07 0.297
H 5.67 -0.24 0.03 0.380
H 6.37 -2.47 -2.03 0.392
H 5.21 -2.47 -3.40 0.347
H 4.71 -2.95 -1.79 -0.070
H 2.76 -2.66 -0.85 -0.371
H 1.89 -2.30 0.59 0.390
H -1.07 0.43 -0.22 -0.599
H -1.79 -1.00 0.45 0.463
H -0.23 -1.21 2.10 0.196
H 1.09 -0.45 1.26 0.494
H -0.13 2.92 2.02 0.424
H -0.49 2.26 0.47 -0.498
H 1.74 3.02 0.39 -0.150
H 2.25 2.11 1.86 0.506
H 1.83 1.30 0.34 -0.710
H -1.34 -0.36 4.19 0.455
H -2.38 -1.05 2.95 0.162
H -3.03 0.24 3.99 0.097
H -3.05 -2.33 -3.89 0.338
H -2.67 0.44 -1.31 0.244
Cl -7.20 3.87 2.89 -0.243
C -5.49 3.37 2.79 -0.084
C -5.30 1.88 2.68 0.994
Cl -5.72 0.99 4.17 -0.214
H -4.98 3.78 3.66 0.349
H -5.08 3.84 1.90 -0.059
H -4.24 1.69 2.49 -0.924
H -5.89 1.46 1.87 0.426
Cl -5.18 8.59 1.61 -0.192
C -6.46 7.96 0.54 -0.461
C -6.53 6.46 0.57 -0.426
Cl -5.10 5.69 -0.17 -0.122
H -6.27 8.33 -0.47 0.317
H -7.40 8.38 0.89 0.350
H -7.40 6.12 0.01 0.361
H -6.61 6.08 1.59 0.155
Cl 3.51 -5.19 -1.44 -0.198
C 1.76 -5.60 -1.47 0.202
C 1.37 -6.50 -0.32 -0.468
Cl 2.06 -8.12 -0.49 -0.171
H 1.54 -6.05 -2.43 0.476
H 1.21 -4.66 -1.39 -0.410
H 0.29 -6.61 -0.31 0.312
H 1.68 -6.09 0.63 0.318
Cl 7.32 2.39 -2.86 -0.154
C 9.02 1.84 -2.94 -0.457
C 9.12 0.35 -3.12 -0.513
Cl 8.57 -0.54 -1.67 -0.170
H 9.52 2.17 -2.03 0.315
H 9.47 2.35 -3.79 0.310
H 10.15 0.06 -3.29 0.398
H 8.52 0.01 -3.96 0.291
Cl 0.57 5.42 0.17 0.021
C -0.41 6.67 1.00 -0.203
C -1.60 7.08 0.18 -0.292
Cl -1.16 7.99 -1.28 -0.160
H 0.24 7.51 1.22 0.350
H -0.74 6.23 1.94 -0.151
H -2.25 7.72 0.78 0.293
H -2.18 6.21 -0.13 0.104
Cl 1.03 -9.95 2.76 -0.186
C -0.73 -9.70 2.86 0.038
C -1.23 -8.72 1.83 -0.624
Cl -0.66 -7.05 2.15 -0.213
H -0.96 -9.36 3.87 0.331
H -1.20 -10.67 2.70 -0.070
H -2.31 -8.69 1.84 0.331
H -0.90 -9.00 0.83 0.423
Cl -3.64 -0.38 9.40 -0.184
C -3.86 1.31 8.88 -0.491
C -4.22 1.42 7.42 -0.424
Cl -2.86 0.95 6.37 -0.163
H -2.95 1.85 9.11 0.318
H -4.67 1.73 9.48 0.349
H -4.47 2.45 7.18 0.310
H -5.07 0.79 7.17 0.290
Cl -1.42 -13.55 1.29 -0.184
C -3.19 -13.39 1.38 -0.566
C -3.73 -12.47 0.31 -0.479
Cl -3.22 -10.78 0.60 -0.161
H -3.44 -13.03 2.38 0.303
H -3.61 -14.39 1.26 0.417
H -4.81 -12.49 0.32 0.331
H -3.38 -12.76 -0.68 0.343
Cl 2.11 7.09 -3.75 -0.117
C 3.28 7.73 -2.57 -0.473
C 4.29 6.69 -2.15 -0.735
Cl 3.57 5.39 -1.15 -0.069
H 2.72 8.11 -1.72 0.257
H 3.78 8.56 -3.05 0.376
H 5.05 7.16 -1.53 0.361
H 4.77 6.23 -3.00 0.361
Cl -2.50 -14.66 4.58 -0.191
C -0.77 -15.10 4.62 -0.314
C -0.56 -16.59 4.57 -0.453
Cl -1.11 -17.39 6.07 -0.181
H -0.33 -14.66 5.51 0.352
H -0.31 -14.64 3.74 0.167
H 0.50 -16.81 4.47 0.306
H -1.09 -17.04 3.74 0.315
Cl 0.32 8.85 -6.45 -0.174
C -0.38 10.34 -5.76 -0.396
C 0.67 11.35 -5.40 -0.478
Cl 1.68 10.82 -4.02 -0.158
H -0.97 10.05 -4.90 0.267
H -1.05 10.75 -6.52 0.322
H 0.20 12.28 -5.10 0.310
H 1.34 11.55 -6.24 0.313
Cl -0.44 5.93 4.43 -0.193
C 0.99 4.94 4.07 0.311
C 2.28 5.66 4.39 -0.522
Cl 2.57 7.03 3.29 -0.166
H 0.95 4.65 3.02 -0.470
H 0.92 4.04 4.68 0.409
H 3.12 4.98 4.28 0.308
H 2.27 6.05 5.41 0.373
```

Values from the calculation:
spin multiplicity = 1
HOMO = -0.4321 Eh
gap between HOMO and LUMO = 9.43 eV
charge = +1

# 2
DFT (ωB97M-V/def2-TZVPD) results for an isolated ion of composition C5H10N3 and charge +1.

Geometry as XYZ:
```
18
Properties=species:S:1:pos:R:3:mulliken_charge:R:1
H -0.05 2.21 2.15 0.282
N 0.73 1.71 1.60 -0.558
C 0.48 0.80 0.80 0.166
C 1.58 0.03 0.17 -0.476
C 1.04 -1.07 -0.66 0.083
C 0.16 -2.03 0.03 -0.517
N -0.42 -0.83 -0.62 0.123
N -0.73 0.31 0.22 -0.124
C -1.73 1.23 -0.39 -0.880
H 2.25 0.62 -0.48 0.328
H 2.32 -0.39 0.91 0.311
H 1.35 -1.19 -1.68 0.324
H 0.09 -3.11 -0.17 0.333
H 0.14 -2.03 1.15 0.231
H -1.12 -0.96 -1.33 0.341
H -1.42 1.77 -1.34 0.364
H -2.70 0.96 -0.74 0.371
H -1.96 1.98 0.38 0.299
```

Values from the calculation:
spin multiplicity = 1
HOMO = -0.5115 Eh
gap between HOMO and LUMO = 10.79 eV
charge = +1
SMILES string = [H]/N=C1/C[C@H]2C[N@H+]2N1C

# 3
DFT (ωB97M-V/def2-TZVPD) results for the molecule C3H6N2O3.

Geometry as XYZ:
```
14
Properties=species:S:1:pos:R:3:mulliken_charge:R:1
C -0.15 0.19 1.13 -0.740
C 0.48 0.60 -0.18 0.348
C -0.71 -0.53 -0.05 0.661
N -2.03 -0.46 -0.38 -0.497
O 2.27 -0.79 0.18 -0.294
O 0.33 1.82 -0.80 -0.486
N 1.35 -0.33 -0.74 -0.107
O -0.04 -1.59 -0.58 -0.564
H 2.76 -1.47 -0.31 0.371
H 1.01 2.43 -0.48 0.375
H -2.27 -0.66 -1.34 0.234
H -2.64 0.17 0.12 0.201
H 0.44 -0.35 1.86 0.219
H -0.80 0.95 1.55 0.278
```

Values from the calculation:
spin multiplicity = 1
HOMO (alpha / beta) = -0.2860 / -0.2860 Eh
gap between HOMO and LUMO (alpha / beta) = 7.68 / 7.67 eV

# 4
DFT (ωB97M-V/def2-TZVPD) results for a 10-piece molecular cluster, C4H28N2O10 overall.

Geometry as XYZ:
```
44
Properties=species:S:1:pos:R:3:mulliken_charge:R:1
N -2.67 1.76 -1.07 -0.516
C -1.46 2.44 -0.66 -0.998
C -0.30 1.48 -0.40 -0.103
C -0.31 1.11 1.08 0.354
N -0.56 -0.29 1.29 -0.171
C 1.16 1.38 1.49 -0.699
O 1.99 0.79 0.82 -0.356
H -3.45 2.41 -1.22 0.235
H -2.65 1.35 -1.99 0.178
H -1.61 3.10 0.20 0.424
H -1.15 3.28 -1.35 0.355
H 0.54 2.01 -0.79 0.625
H -0.39 0.50 -0.99 -0.229
H -1.01 1.71 1.72 0.418
H 0.01 -0.92 0.81 -0.398
H -1.50 -0.62 1.32 0.547
H 1.42 1.88 2.41 0.430
O 0.70 -2.00 -4.01 -0.652
H -0.02 -1.54 -3.57 0.280
H 1.45 -1.70 -3.49 0.330
O 0.42 -0.05 4.44 -0.641
H -0.37 -0.19 3.87 0.322
H 1.20 -0.42 4.03 0.299
O 2.81 -1.62 0.14 -0.730
H 2.36 -1.41 0.97 0.321
H 3.37 -0.86 -0.05 0.312
O 3.02 -0.42 -2.27 -0.639
H 3.12 0.38 -1.67 0.275
H 3.12 -1.13 -1.66 0.476
O 2.29 3.48 0.03 -0.562
H 2.95 3.90 -0.56 0.281
H 1.50 4.01 0.00 0.295
O -2.68 -1.59 -2.69 -0.518
H -3.51 -2.06 -2.75 0.265
H -2.32 -1.85 -3.54 0.285
O 1.44 -2.69 2.36 -0.581
H 2.17 -3.32 2.39 0.265
H 0.69 -2.82 2.94 0.291
O -0.62 -3.11 -0.31 -0.596
H -0.19 -3.27 0.51 0.313
H -0.43 -2.32 -0.80 0.286
O -3.31 -0.53 1.09 -0.689
H -4.16 -0.35 1.53 0.279
H -3.06 0.11 0.43 0.339
```

Values from the calculation:
spin multiplicity = 1
HOMO = -0.3205 Eh
gap between HOMO and LUMO = 8.96 eV
SMILES string = NCC[C@@H](N)C=O.O.O.O.O.O.O.O.O.O

Energy relative to the best compared isomer or geometry (same formula, charge and spin) (kJ/mol)
56.6, 424.4, 698.0, 452.3